Here is one molecule with the formula C7H9F3O3 in a non-equilibrium geometry from the Open Molecules 2025 dataset. Energies are from ωB97M-V/def2-TZVPD.

The geometry in ORCA input format:
```
! wB97M-V def2-TZVPD RIJCOSX def2/J DEFGRID3
* xyz 0 1
F 0.9542 2.4221 0.2921
F -2.7825 1.2419 1.3886
F 0.6966 1.5111 -1.6382
O -1.5478 0.2342 -1.1742
O 2.3034 -0.2452 0.2498
O 0.2058 -1.0177 0.6575
C 0.4355 1.3361 -0.3589
C -1.0923 0.9921 -0.1930
C 0.8632 -2.2953 0.6710
C -1.5603 1.5302 0.9146
C -2.8269 -0.3752 -0.9655
C 1.0712 0.0488 0.3463
C 3.3150 0.4167 -0.1815
H -3.5051 0.5298 -0.6095
H -3.0585 -0.6596 -2.0010
H 1.6777 -2.3926 1.2962
H 3.3719 1.4263 -0.6793
H -1.0296 2.1195 1.6483
H -2.7321 -1.1233 -0.2226
H 0.0556 -2.9495 0.9068
H 4.0873 -0.2394 0.0228
H 1.0976 -2.5108 -0.3701
*
```

## Properties
Energy above the lowest of the compared OMol25 structures with the same formula, charge and spin   42.5 kJ/mol
Gap between HOMO and LUMO (spin up / spin down)   8.2244 / 7.9040 eV


Here is one molecule with the formula C7H9FO5 in a non-equilibrium geometry from the Open Molecules 2025 dataset. Energies are from ωB97M-V/def2-TZVPD.

The geometry in ORCA input format:
```
! wB97M-V def2-TZVPD RIJCOSX def2/J DEFGRID3
* xyz 0 1
F 2.3982 -1.7705 -1.0733
O -2.9184 2.0089 -0.1845
O -1.2011 3.3528 -0.7168
O 2.1779 0.9171 2.4906
O 2.7550 -0.6035 0.8871
O 0.6899 -0.6260 1.7160
C -0.7652 0.9709 -0.6203
C -0.6106 -1.5968 -0.1774
C 1.8925 -0.0122 1.7869
C 1.8939 -0.8983 -0.2029
C -1.7417 2.1300 -0.4667
C -1.4872 -0.3423 -0.4024
C 0.6988 -1.4263 0.5337
H -2.0694 -0.5294 -1.2929
H 0.0313 1.1522 0.0884
H -0.4084 1.0287 -1.6403
H -0.4493 -2.1279 -1.1031
H -0.2565 3.2791 -0.5705
H 1.7532 0.0377 -0.7335
H -1.1996 -2.2612 0.4388
H 1.0193 -2.4201 0.8463
H -2.2028 -0.2628 0.3971
*
```

## Properties
Gap between HOMO and LUMO   11.1270 eV
Structure (SMILES)   O=C(O)CCC[C@@H]1OC(=O)O[C@H]1F


Here is one molecule with the formula C7H9I in a non-equilibrium geometry from the Open Molecules 2025 dataset. Energies are from ωB97M-V/def2-TZVPD.

The geometry in ORCA input format:
```
! wB97M-V def2-TZVPD RIJCOSX def2/J DEFGRID3
* xyz 0 1
I 2.0819 -0.4690 3.2622
C 0.2958 -1.2533 -0.7062
C -0.4619 0.8933 0.0407
C 2.5012 -0.2753 -0.1518
C -0.7387 -0.1525 -0.9755
C -0.3656 0.1683 1.4355
C 1.0844 -0.4342 1.4985
C 1.3213 -0.7764 0.1515
H -0.2940 -2.0271 -0.0685
H -1.1501 -0.5400 1.4875
H -1.7134 -0.5184 -0.9057
H -1.3333 1.5943 0.1078
H -0.4187 0.9228 2.2237
H 0.6163 -1.7651 -1.6401
H 0.3695 1.5284 -0.1833
H 3.3258 -0.2075 0.5530
H -0.7399 0.3258 -2.0332
*
```

## Properties
Energy above the lowest of the compared OMol25 structures with the same formula, charge and spin   503.3 kJ/mol
Gap between HOMO and LUMO (spin up / spin down)   7.3567 / 8.0886 eV


Here is one molecule with the formula C7H9I in a non-equilibrium geometry from the Open Molecules 2025 dataset. Energies are from ωB97M-V/def2-TZVPD.

The geometry in ORCA input format:
```
! wB97M-V def2-TZVPD RIJCOSX def2/J DEFGRID3
* xyz 0 1
I -0.1273 -1.0901 -3.4748
C 0.7020 -0.7606 -1.4147
C -0.7211 -2.5460 0.7118
C 1.0023 0.4377 -0.9576
C -0.8413 -1.2511 0.7036
C -1.0203 0.0540 0.7762
C 0.2473 0.6148 1.2921
C 1.4723 0.6780 0.4235
H -0.3289 -2.8421 -0.2388
H 0.5478 0.2086 2.3314
H 1.8366 1.6255 0.4443
H 0.4963 -1.8081 -1.1376
H -1.8570 0.7114 0.4064
H 0.9010 1.3684 -1.5650
H -0.7941 -3.1134 1.6673
H 2.2349 -0.0997 0.7057
H -0.0838 1.6717 1.1984
*
```

## Properties
Energy above the lowest of the compared OMol25 structures with the same formula, charge and spin   466.6 kJ/mol
Gap between HOMO and LUMO   9.2635 eV
Structure (SMILES)   C=C=CCC/C=C/I


Here is an isolated ion of composition C7H9N and charge -1 in a non-equilibrium geometry from the Open Molecules 2025 dataset. Energies are from ωB97M-V/def2-TZVPD.

The geometry in ORCA input format:
```
! wB97M-V def2-TZVPD RIJCOSX def2/J DEFGRID3
* xyz -1 2
N -0.0171 0.1291 -1.7192
C 1.0887 1.5831 -0.4374
C 0.6563 0.9535 -2.5930
C 1.4055 1.8008 -1.8090
C 0.1553 0.5166 -0.4344
C -0.5647 -0.0307 0.7188
C -1.1608 -1.8271 2.4298
C -0.4392 -1.3021 1.2343
H -0.8353 -1.4061 3.3857
H 0.3013 -1.8911 0.6971
H -2.2517 -1.6949 2.2721
H -0.9522 0.8417 1.2338
H 1.9690 2.6462 -2.1782
H -0.5535 -0.6847 -1.9698
H 0.5884 1.1745 -3.6432
H -0.9378 -2.9024 2.4207
H 1.5477 2.0936 0.3919
*
```

## Properties
Energy above the lowest of the compared OMol25 structures with the same formula, charge and spin   93.8 kJ/mol
Gap between HOMO and LUMO (spin up / spin down)   3.2950 / 6.9800 eV
<S²>   0.754


Here is one molecule with the formula C7H9N in a non-equilibrium geometry from the Open Molecules 2025 dataset. Energies are from ωB97M-V/def2-TZVPD.

The geometry in ORCA input format:
```
! wB97M-V def2-TZVPD RIJCOSX def2/J DEFGRID3
* xyz 0 1
N 0.7945 -0.9239 1.3198
C -0.2296 1.6378 -1.8461
C -0.7840 -0.1619 -0.3959
C -1.1329 0.6366 -1.4399
C 1.2936 0.8773 -0.1945
C 0.4040 -0.1880 0.2513
C -0.2820 -1.6409 2.1055
C 1.0125 1.7603 -1.1881
H -2.1257 0.4955 -2.0633
H -1.5882 -0.9628 -0.2226
H 2.1170 0.8043 0.2139
H -0.5829 2.4145 -2.8083
H 1.6644 2.6385 -1.3069
H -1.1140 -1.1327 2.2988
H 0.1215 -2.1640 2.8555
H 1.4124 -1.5937 0.9589
H -0.9806 -2.4971 1.4621
*
```

## Properties
Energy above the lowest of the compared OMol25 structures with the same formula, charge and spin   319.5 kJ/mol
Gap between HOMO and LUMO   9.2887 eV
Structure (SMILES)   CNc1ccccc1


Here is one molecule with the formula C7H9N in a non-equilibrium geometry from the Open Molecules 2025 dataset. Energies are from ωB97M-V/def2-TZVPD.

The geometry in ORCA input format:
```
! wB97M-V def2-TZVPD RIJCOSX def2/J DEFGRID3
* xyz 0 1
N -2.2054 -0.1652 -0.6412
C 1.5473 -0.0346 -0.0051
C -0.2528 1.2988 -0.1127
C 2.7405 -0.6914 0.1663
C 0.2797 -0.9471 -0.2491
C 1.1012 1.3484 0.0324
C -0.8715 -0.0094 0.0182
C -2.1159 -0.2925 0.7697
H 1.8847 2.2335 -0.1115
H -2.2005 -1.3277 1.1277
H -1.0261 2.0891 -0.2793
H 0.1163 -1.9307 0.2951
H 2.7943 -1.7718 0.0001
H -2.1635 -1.2224 -0.9131
H 0.2708 -1.2779 -1.2503
H 3.6754 -0.2044 0.4506
H -2.4856 0.5355 1.4517
*
```

## Properties
Energy above the lowest of the compared OMol25 structures with the same formula, charge and spin   326.9 kJ/mol
Gap between HOMO and LUMO   9.0553 eV
Structure (SMILES)   C=C1C=C[C@]2(CN2)C1


Here is one molecule with the formula C7H9N in a non-equilibrium geometry from the Open Molecules 2025 dataset. Energies are from ωB97M-V/def2-TZVPD.

The geometry in ORCA input format:
```
! wB97M-V def2-TZVPD RIJCOSX def2/J DEFGRID3
* xyz 0 1
N -1.1072 0.3145 0.8470
C 1.4901 0.0528 -0.4337
C -0.5708 -1.2785 -0.8550
C 1.0143 1.2502 -0.2842
C -0.4779 1.3486 -0.1244
C 0.2231 -0.4505 1.3374
C 0.7166 -1.0103 0.0632
C -1.3884 0.0343 -0.5678
H 1.5283 2.2539 -0.7279
H 2.4361 -0.2767 -0.7687
H 1.0959 0.3903 1.6789
H 1.4727 -1.9540 0.0865
H -1.0670 -2.1507 -0.0534
H -0.0314 -1.1261 2.2072
H -1.2527 2.1277 -0.1221
H -2.3090 0.5103 -1.1528
H -0.1638 -1.6561 -1.8887
*
```

## Properties
Energy above the lowest of the compared OMol25 structures with the same formula, charge and spin   569.1 kJ/mol
Gap between HOMO and LUMO   9.1850 eV
Structure (SMILES)   C1=C[C@H]2[C@H]3C[C@@H]1CN32


Here is one molecule with the formula C7H9N in a non-equilibrium geometry from the Open Molecules 2025 dataset. Energies are from ωB97M-V/def2-TZVPD.

The geometry in ORCA input format:
```
! wB97M-V def2-TZVPD RIJCOSX def2/J DEFGRID3
* xyz 0 1
N -2.1776 1.2018 -1.2772
C -0.6998 0.3084 0.5966
C 0.4431 -0.2840 0.2116
C 0.9761 -0.1933 -2.2556
C -1.2581 0.4209 1.9480
C 0.1572 -0.0784 -1.2311
C 1.7235 -0.8263 0.7622
C -1.1710 0.5342 -0.9114
H -1.3173 1.3557 2.3898
H 2.0360 -0.4168 1.7766
H -0.8386 -0.4060 2.6594
H -2.2451 1.2906 -2.2897
H 1.5140 -1.8047 0.8739
H 0.5129 0.0549 -3.2101
H -2.2869 0.2335 2.0560
H 2.0121 -0.6661 -2.0657
H 2.6195 -0.7243 -0.0332
*
```

## Properties
Energy above the lowest of the compared OMol25 structures with the same formula, charge and spin   343.8 kJ/mol
Gap between HOMO and LUMO   9.5025 eV
Structure (SMILES)   [H]/N=C1\C(=C)C(C)=C1C


Here is C7H9N as an isolated structure in a non-equilibrium geometry from the Open Molecules 2025 dataset. Energies are from ωB97M-V/def2-TZVPD.

The geometry in ORCA input format:
```
! wB97M-V def2-TZVPD RIJCOSX def2/J DEFGRID3
* xyz 0 1
N 0.9433 0.9446 1.8851
C 1.5302 -1.4839 -0.7733
C -0.3860 1.1839 -0.5651
C 0.6059 0.2932 0.8208
C -1.9004 -0.6995 0.4658
C 1.2257 -1.0582 0.4474
C -0.7218 0.1699 0.2455
C -0.4804 2.1810 -1.4039
H -1.5922 -1.7381 0.5849
H -2.3907 -0.3791 1.3895
H 1.4886 -1.6374 1.3249
H 1.9474 0.9010 2.0583
H 1.2056 -0.9530 -1.6567
H 2.1527 -2.3540 -0.9222
H -0.6712 2.0323 -2.4588
H -0.3451 3.2060 -1.0890
H -2.6116 -0.6086 -0.3532
*
```

## Properties
Energy above the lowest of the compared OMol25 structures with the same formula, charge and spin   530.3 kJ/mol
Gap between HOMO and LUMO   8.0216 eV


Please write out number 1 again, unchanged.
Here is one molecule with the formula C7H9F3O3 in a non-equilibrium geometry from the Open Molecules 2025 dataset. Energies are from ωB97M-V/def2-TZVPD.

The geometry in ORCA input format:
```
! wB97M-V def2-TZVPD RIJCOSX def2/J DEFGRID3
* xyz 0 1
F 0.9542 2.4221 0.2921
F -2.7825 1.2419 1.3886
F 0.6966 1.5111 -1.6382
O -1.5478 0.2342 -1.1742
O 2.3034 -0.2452 0.2498
O 0.2058 -1.0177 0.6575
C 0.4355 1.3361 -0.3589
C -1.0923 0.9921 -0.1930
C 0.8632 -2.2953 0.6710
C -1.5603 1.5302 0.9146
C -2.8269 -0.3752 -0.9655
C 1.0712 0.0488 0.3463
C 3.3150 0.4167 -0.1815
H -3.5051 0.5298 -0.6095
H -3.0585 -0.6596 -2.0010
H 1.6777 -2.3926 1.2962
H 3.3719 1.4263 -0.6793
H -1.0296 2.1195 1.6483
H -2.7321 -1.1233 -0.2226
H 0.0556 -2.9495 0.9068
H 4.0873 -0.2394 0.0228
H 1.0976 -2.5108 -0.3701
*
```

## Properties
Energy above the lowest of the compared OMol25 structures with the same formula, charge and spin   42.5 kJ/mol
Gap between HOMO and LUMO (spin up / spin down)   8.2244 / 7.9040 eV